1.
Density functional theory data (the ωB97M-V functional and the def2-TZVPD basis) for an isolated ion of composition C8H12NOS and charge +1 in a non-equilibrium geometry.

Geometry as XYZ:
```
23
Properties=species:S:1:pos:R:3:forces:R:3
C 3.8752 1.0603 0.8527 -0.3 -0.2 -0.3
C 2.6586 0.5538 1.2942 -1.9 -0.5 1.0
C 4.2972 0.4530 -0.2730 0.4 0.7 -1.6
C 2.1178 -0.3787 0.4456 0.2 -0.3 0.6
C -0.2656 -1.0844 -0.9530 1.6 -0.8 2.6
C -0.8407 -0.1166 1.0560 -2.4 2.5 1.7
C 0.9853 -1.2935 0.6649 0.2 -1.5 -5.5
C -2.5795 -0.1824 -0.8962 1.0 1.4 0.4
N -1.4861 -0.7579 -0.1347 2.8 -4.4 1.3
O 0.0544 -1.0324 1.5961 -0.9 0.8 0.3
S 3.1743 -0.6791 -0.8783 0.0 -0.1 0.2
H 4.2541 1.9376 1.2740 1.1 0.9 0.6
H 2.1651 0.8487 2.2379 0.3 -0.2 -0.6
H 5.0239 0.8461 -0.9855 0.1 -0.4 0.5
H 0.0498 -0.2646 -1.5603 0.1 0.5 -0.3
H -0.3384 -2.0374 -1.4545 -0.2 0.0 -0.2
H -0.5029 0.9691 0.7591 0.0 -2.3 0.5
H -1.6767 -0.0411 1.7927 0.8 0.4 -0.2
H 1.2818 -2.3797 0.4333 -0.7 1.5 1.3
H -2.2151 0.8544 -0.8266 -1.1 0.2 -1.1
H -2.4184 -0.6648 -1.8554 -0.9 0.6 -0.3
H -3.5514 -0.3089 -0.4258 0.1 -0.1 -0.1
H -1.7203 -1.7122 0.2668 -0.2 1.2 -0.6
```
Positions in Å, forces in eV/Å.

Computed properties:
Total charge: +1
Energy relative to the best compared isomer or geometry (same formula, charge and spin): 42.4 kcal per mole

2.
Density functional theory data (the ωB97M-V functional and the def2-TZVPD basis) for C42H30CdCl4N6O2STe as an isolated structure.

Geometry as XYZ:
```
87
Properties=species:S:1:pos:R:3:forces:R:3
Cd -0.8493 1.2631 0.3314 -0.4 0.1 0.3
N 3.5137 -0.9653 1.7514 0.0 0.0 0.0
C 2.7155 0.1556 1.6152 0.0 0.0 0.0
N 1.9541 0.3723 0.6273 0.0 -0.1 -0.1
C 1.8339 -0.6630 -0.3721 0.1 0.2 -0.2
N 1.3868 -0.1782 -1.6440 0.1 -0.1 0.2
N 0.6167 0.8522 -1.5354 -0.1 0.0 -0.1
C 0.2397 1.5059 -2.6116 -0.1 0.0 0.1
C -0.5426 2.7130 -2.4922 0.1 -0.1 -0.1
C -0.9641 3.4069 -3.6437 0.0 0.0 0.0
C -1.7002 4.5620 -3.5108 0.0 0.0 -0.1
C -2.0107 5.0430 -2.2401 0.0 0.0 0.0
C -1.5585 4.3089 -1.1569 0.0 -0.1 0.0
N -0.8583 3.1871 -1.2712 0.1 0.0 0.0
C 3.0867 -1.4756 -0.5354 -0.1 0.0 0.0
C 3.4594 -2.0967 -1.7205 0.0 0.0 0.0
C 4.5938 -2.8946 -1.7786 0.0 0.0 0.1
C 5.3876 -3.0536 -0.6480 0.0 0.0 -0.1
C 5.0493 -2.4114 0.5330 0.0 0.0 0.0
C 3.8971 -1.6345 0.5886 0.0 0.0 0.1
H 4.1296 -0.9995 2.5459 0.0 0.0 0.0
H 2.7637 0.8705 2.4325 0.0 0.0 0.0
H 0.5535 1.1584 -3.5939 0.0 0.1 0.0
H -0.7109 3.0131 -4.6206 0.0 0.0 0.0
H -2.0378 5.0922 -4.3950 0.0 0.0 0.0
H -2.5913 5.9431 -2.0913 0.0 0.0 0.0
H -1.7656 4.6222 -0.1373 0.0 0.0 0.0
H 2.8282 -1.9542 -2.5868 0.0 0.0 0.0
H 4.8504 -3.4011 -2.7008 0.0 0.0 0.0
H 6.2746 -3.6749 -0.6846 0.0 0.0 0.0
H 5.6691 -2.5162 1.4173 0.0 0.0 0.0
Cl 2.1371 3.1565 6.4302 0.0 0.0 0.0
C 1.3608 2.2094 5.1875 0.0 0.1 0.0
C 1.2080 0.8497 5.3367 0.0 0.0 0.0
Cl 1.7947 0.0500 6.7714 0.0 0.0 -0.1
C 0.5685 0.1093 4.3198 0.1 -0.1 0.2
Cl 0.3485 -1.6099 4.5119 0.0 0.0 0.0
C 0.0827 0.6915 3.1509 0.0 0.1 -0.1
O -0.4926 0.0222 2.2114 -0.1 0.0 0.0
C 0.2616 2.1319 2.9803 0.0 0.1 0.0
O -0.1521 2.7041 1.9075 0.1 -0.1 0.0
C 0.8820 2.8365 4.0217 0.0 -0.1 0.0
Cl 1.0646 4.5580 3.8095 0.0 0.0 0.0
S -5.2247 3.8149 0.1982 0.0 0.0 0.0
C -4.4908 4.6203 1.5443 -0.1 0.1 0.0
C -4.8496 5.8111 2.1743 0.0 0.0 0.0
C -4.0632 6.2581 3.2209 0.1 0.0 0.0
C -2.9360 5.5341 3.6340 -0.1 0.1 0.0
C -2.5834 4.3525 3.0144 0.0 0.0 0.1
C -3.3745 3.8885 1.9633 0.2 -0.2 0.0
N -3.1326 2.7230 1.2530 -0.1 0.2 0.1
C -3.9891 2.5497 0.3140 0.1 -0.2 -0.2
C -3.9283 1.4511 -0.6787 -0.1 0.2 0.1
C -5.0444 1.2308 -1.4915 0.0 -0.1 -0.1
C -5.0021 0.2754 -2.4918 0.0 0.0 0.0
C -3.8280 -0.4485 -2.6716 0.0 0.0 0.1
C -2.7349 -0.2188 -1.8451 0.0 -0.1 0.0
C -2.7360 0.7227 -0.8100 0.2 0.1 0.0
H -5.7135 6.3768 1.8480 0.0 0.0 0.0
H -4.3167 7.1860 3.7193 0.0 0.0 0.0
H -2.3192 5.9106 4.4401 0.0 0.0 0.0
H -1.7033 3.7956 3.3048 0.0 0.0 -0.1
H -5.9524 1.8090 -1.3475 0.0 0.0 0.0
H -5.8643 0.1052 -3.1262 0.0 0.0 0.0
H -3.7641 -1.1947 -3.4577 0.0 0.0 0.0
H -1.8338 -0.7971 -2.0158 0.0 0.0 0.0
C 2.4003 -7.2188 -2.8755 0.0 0.0 0.0
C 1.9138 -6.0461 -2.0642 0.0 0.0 0.0
C 1.0723 -5.0898 -2.6145 0.0 0.0 0.0
C 0.6236 -3.9937 -1.8817 0.0 0.0 0.0
C -0.2824 -3.0069 -2.5631 -0.1 0.1 0.0
C 1.0303 -3.8294 -0.5457 0.0 0.0 0.1
Te 0.3483 -2.1647 0.6365 -0.1 0.0 -0.2
C 1.8778 -4.7970 0.0221 0.0 0.0 -0.1
C 2.4083 -4.7400 1.4365 0.0 0.0 0.0
C 2.2983 -5.8844 -0.7450 0.0 0.0 0.0
H 1.9238 -7.2416 -3.8567 0.0 0.0 0.0
H 2.1850 -8.1666 -2.3764 0.0 0.0 0.0
H 3.4811 -7.1736 -3.0318 0.0 0.0 0.0
H 0.7522 -5.1946 -3.6474 0.0 0.0 0.0
H -0.4542 -3.2982 -3.6015 0.0 0.0 0.0
H 0.1425 -2.0006 -2.5418 0.0 0.0 0.0
H -1.2447 -2.9418 -2.0512 0.0 0.0 0.0
H 1.9871 -3.9188 2.0103 0.0 0.0 0.0
H 3.4935 -4.6160 1.4167 0.0 0.0 0.0
H 2.1910 -5.6753 1.9595 0.0 0.0 0.0
H 2.9592 -6.6181 -0.2887 0.0 0.0 0.0
```
Positions in Å, forces in eV/Å.

Computed properties:
Total charge: -2
Energy relative to the best compared isomer or geometry (same formula, charge and spin): 23.3 kcal per mole

3.
Density functional theory data (the ωB97M-V functional and the def2-TZVPD basis) for C16H30B3Cl2F3O24S5 as an isolated structure in a non-equilibrium geometry.

Geometry as XYZ:
```
83
Properties=species:S:1:pos:R:3:forces:R:3
C -3.4068 3.1422 1.9944 -0.3 -0.2 -0.2
C -3.3480 2.0432 0.9306 0.0 -0.1 -0.2
C -1.9367 1.8504 0.3725 -0.3 0.4 0.2
Cl -1.8479 0.4485 -0.7459 0.0 -0.1 0.1
B -0.8092 1.7230 1.4668 0.7 -1.2 -0.4
O -1.0457 1.1719 2.7314 -0.4 0.7 -0.1
B -0.3328 1.7207 3.7593 0.5 -0.7 0.6
Cl -0.8000 1.3770 5.4282 0.0 0.0 -0.1
O 0.7547 2.5369 3.5556 -0.7 0.6 -0.2
B 0.7547 3.0833 2.2624 0.9 -0.5 -0.2
C 0.9707 4.6042 1.9746 0.6 -0.3 0.1
C 2.0313 5.2523 2.8778 -0.6 -0.4 -0.1
O 1.5968 5.3367 4.2142 0.1 0.2 0.0
C 2.3282 6.6717 2.3914 -0.1 -0.1 0.0
F 2.8631 7.4363 3.3397 0.2 0.0 -0.1
F 3.1768 6.6186 1.3459 0.1 0.0 0.0
F 1.2239 7.2976 1.9468 -0.1 0.0 0.1
O 0.4737 2.1927 1.2385 -1.4 1.4 0.7
H -2.9806 4.0622 1.5850 0.0 0.0 0.2
H -4.4512 3.3443 2.2374 0.0 0.1 0.0
H -2.9200 2.8694 2.9300 0.1 0.0 -0.1
H -3.9938 2.3577 0.1064 0.0 -0.2 0.0
H -3.7418 1.0890 1.2828 0.1 0.1 0.2
H -1.7169 2.7261 -0.2424 0.2 -0.1 0.0
H 0.0109 5.1073 2.1332 0.0 0.1 -0.1
H 1.2652 4.7039 0.9271 -0.2 0.1 0.0
H 2.9427 4.6536 2.7832 0.2 0.3 0.1
H 1.6638 4.4652 4.6182 -0.1 0.0 -0.1
C 3.6495 0.5823 -3.3139 0.3 -0.2 0.1
C 2.7540 -0.6216 -3.1200 -0.1 0.2 -0.2
O 2.7195 -0.8016 -1.6904 0.5 -0.1 0.0
S 2.7836 0.6075 -0.9696 0.0 -0.4 -0.4
O 1.4609 0.9799 -0.6240 0.4 0.1 -0.3
O 3.8223 0.5846 0.0026 -0.1 0.1 0.1
O 3.2764 1.4630 -2.2279 -0.2 -0.1 0.0
H 4.7076 0.3320 -3.2167 0.0 0.0 0.0
H 3.4816 1.0786 -4.2651 -0.1 0.2 0.1
H 3.1320 -1.5256 -3.5854 0.0 -0.1 0.1
H 1.7503 -0.4192 -3.4788 -0.1 0.0 0.1
C -1.7167 -4.0024 -4.6760 0.0 -0.3 0.2
C -1.2250 -3.4875 -3.3433 -0.1 0.6 0.1
O 0.2144 -3.4819 -3.4779 0.0 -0.4 -0.2
S 0.6008 -3.1339 -4.9803 -0.6 0.1 0.4
O 0.8570 -1.7356 -5.0372 0.2 0.0 -0.6
O 1.5384 -4.0831 -5.4573 0.2 0.1 0.0
O -0.8267 -3.3930 -5.6333 0.0 0.0 0.0
H -1.6289 -5.0872 -4.7471 0.0 0.0 0.0
H -2.7391 -3.7067 -4.8895 0.1 0.1 -0.1
H -1.5321 -4.1042 -2.5120 0.4 0.0 -0.1
H -1.5506 -2.4593 -3.1671 0.0 0.0 -0.1
C -6.5278 -2.1501 3.9717 0.1 -0.2 0.4
C -5.5052 -1.0545 4.1935 -0.3 0.3 0.0
O -4.4521 -1.3709 3.2716 0.1 -0.4 -0.1
S -5.0661 -2.0353 1.9560 -1.0 1.9 1.1
O -5.2158 -1.0419 0.9576 0.1 -0.4 -0.2
O -4.3702 -3.2483 1.7052 -3.3 5.6 3.9
O -6.5104 -2.3702 2.5531 0.0 0.1 -0.2
H -6.2370 -3.0769 4.4694 0.0 0.0 0.0
H -7.5272 -1.8651 4.2879 -0.1 0.0 -0.2
H -5.1160 -1.0362 5.2071 0.2 -0.1 -0.1
H -5.9055 -0.0717 3.9373 0.0 0.0 0.0
C -5.0353 -5.5383 0.7218 0.1 -0.3 0.2
C -3.6857 -4.9274 1.0310 1.6 -2.2 -2.0
O -2.7695 -5.6790 0.2090 0.1 -1.5 -0.7
S -3.4880 -6.1044 -1.1461 0.2 0.3 1.1
O -3.1514 -5.1598 -2.1582 -0.3 -0.3 -0.3
O -3.3032 -7.4920 -1.3500 0.1 -0.1 -0.3
O -4.9853 -5.8082 -0.6901 0.0 0.1 -0.1
H -5.1829 -6.4834 1.2475 0.0 0.0 0.0
H -5.8582 -4.8639 0.9404 0.0 -0.1 -0.3
H -3.4062 -5.0205 2.0759 0.4 -0.3 -0.3
H -3.6427 -3.8798 0.7331 1.8 -2.6 -2.1
C 7.4910 1.3425 -1.4769 0.0 -0.3 0.4
C 8.7787 2.0786 -1.1780 -0.1 0.4 -0.1
O 9.7095 1.5544 -2.1358 -0.1 -0.2 0.0
S 8.9483 1.1976 -3.4969 0.0 0.0 0.2
O 9.0901 2.2682 -4.4148 0.0 0.0 -0.1
O 9.2779 -0.1326 -3.8550 0.1 0.0 -0.1
O 7.4591 1.2393 -2.9077 0.1 0.2 0.0
H 7.5041 0.3346 -1.0582 0.0 0.0 0.0
H 6.6097 1.8686 -1.1191 -0.1 0.0 -0.2
H 9.1419 1.9033 -0.1697 0.2 -0.1 -0.1
H 8.6768 3.1524 -1.3479 0.0 0.0 0.0
```
Positions in Å, forces in eV/Å.

Computed properties:
Energy: -5719.0602 hartree